(1)
C16H29AsOReS5 | the ωB97M-V functional and the def2-TZVPD basis

Calculated values
**Energy above the lowest of the compared OMol25 structures with the same formula, charge and spin**: 3.9 kcal per mole

Structure (ORCA input):
```
! RIJCOSX wB97M-V def2-TZVPD def2/J DEFGRID3
* xyz 0 2
Re -0.8146 -1.0066 -0.2181
C 1.1347 -1.1504 -1.2575
C 0.5917 -2.3593 -1.8011
C -0.3736 -2.0079 -2.7603
C -0.4104 -0.5964 -2.8823
C 0.5253 -0.0548 -2.0080
C 1.0135 1.3593 -1.9900
C -1.2865 0.1545 -3.8262
C -1.2142 -2.9792 -3.5118
C 1.1203 -3.7291 -1.5398
C 2.5030 -1.0824 -0.6299
H 1.7564 1.4934 -2.7817
H 1.4905 1.5943 -1.0422
H 0.2100 2.0744 -2.1696
H -0.8807 0.1041 -4.8403
H -1.3667 1.2033 -3.5479
H -2.2897 -0.2736 -3.8475
H -1.7072 -3.6657 -2.8204
H -0.5927 -3.5826 -4.1784
H -1.9761 -2.4808 -4.1065
H 1.8424 -3.9815 -2.3236
H 0.3304 -4.4809 -1.5586
H 1.6277 -3.7883 -0.5833
H 3.2711 -1.1252 -1.4082
H 2.6538 -1.9226 0.0482
H 2.6356 -0.1667 -0.0613
S 1.0500 -3.8753 1.8638
As -0.6448 -2.8136 1.3663
S -2.8555 -1.7338 -1.1910
S -3.0607 -0.2613 0.1841
S -2.3256 -3.2384 2.4685
C 1.3241 1.3923 4.3706
C -0.1518 1.0838 4.1239
C -0.3952 0.0800 3.0019
S -0.1098 0.6499 1.3184
O 1.2641 1.1746 1.1968
C -1.2317 2.0789 1.2686
C -0.5367 3.3835 1.6757
C -0.1389 4.2178 0.4628
H 1.4355 2.0948 5.1964
H 1.7975 1.8157 3.4857
H 1.8623 0.4779 4.6267
H -0.7072 2.0040 3.9327
H -0.5798 0.6409 5.0259
H -1.4315 -0.2691 2.9772
H 0.2600 -0.7882 3.1065
H -2.0777 1.8175 1.9048
H -1.5882 2.1232 0.2400
H 0.3616 3.1620 2.2512
H -1.2092 3.9516 2.3208
H 0.5644 3.6638 -0.1602
H 0.3434 5.1460 0.7692
H -1.0126 4.4723 -0.1408
*
```

(2)
C4H10O3 | the ωB97M-V functional and the def2-TZVPD basis

Calculated values
**Energy above the lowest of the compared OMol25 structures with the same formula, charge and spin**: 133.8 kcal per mole

Structure (ORCA input):
```
! RIJCOSX wB97M-V def2-TZVPD def2/J DEFGRID3
* xyz 0 1
C -1.8142 -0.2058 0.2747
O -0.6579 0.6999 0.4280
C -0.3746 1.6400 -0.7583
C 0.8710 0.2197 0.5826
O 0.8342 -0.7007 1.5919
C 1.5589 -0.4642 -0.6172
O 0.8244 -1.5790 -1.0574
H -1.9817 -0.7744 1.1964
H -1.6333 -0.8758 -0.5660
H -2.7085 0.4068 0.0618
H -0.6190 0.9848 -1.6108
H -1.1412 2.4169 -0.6873
H 1.3507 1.1809 0.8275
H 0.5056 -0.2361 2.3708
H 2.5779 -0.7764 -0.2954
H 1.6675 0.2227 -1.4525
H 0.7403 -2.1591 -0.2887
*
```

(3)
C32H45NP2RuS | the ωB97M-V functional and the def2-TZVPD basis

Structure (ORCA input):
```
! RIJCOSX wB97M-V def2-TZVPD def2/J DEFGRID3
* xyz 2 1
Ru -0.1629 -0.5247 -0.0337
C 4.2285 -0.5080 1.9830
C 2.7255 -0.5186 1.7103
C 2.0583 -1.7314 2.3803
P 2.1568 -0.3155 -0.0417
C 3.1134 -1.2468 -1.3240
C 2.5388 -0.9464 -2.7119
C 4.6254 -0.9951 -1.3419
C 2.3248 1.4485 -0.3370
C 3.5157 2.1581 -0.3504
C 3.5287 3.5522 -0.3508
C 4.8169 4.3203 -0.3790
C 2.3006 4.2103 -0.2939
C 1.1069 3.5151 -0.3136
C 1.1128 2.1195 -0.3859
N -0.0845 1.3611 -0.3880
C -1.2485 1.9619 -0.9326
C -1.2041 2.8888 -1.9663
C -2.3791 3.3707 -2.5109
C -3.6252 2.9473 -2.0544
C -4.8983 3.4660 -2.6570
C -3.6565 1.9914 -1.0398
C -2.4854 1.5033 -0.4786
P -2.3557 0.1713 0.7328
C -2.2008 0.9535 2.4005
C -3.2473 2.0212 2.7137
C -2.1066 -0.1170 3.4912
C -3.8383 -0.9163 0.5629
C -5.1175 -0.3713 1.2099
C -3.5597 -2.3356 1.0736
H 4.3861 -0.4397 3.0609
H 4.7399 0.3372 1.5239
H 4.6979 -1.4320 1.6444
H 2.2997 0.3883 2.1446
H 2.5212 -2.6699 2.0544
H 0.9904 -1.7773 2.1830
H 2.1901 -1.6671 3.4609
H 2.9269 -2.2938 -1.0800
H 2.7725 0.0790 -3.0070
H 1.4638 -1.0815 -2.7724
H 3.0026 -1.6140 -3.4399
H 4.8483 0.0070 -1.7099
H 5.0755 -1.6991 -2.0445
H 5.1076 -1.1365 -0.3781
H 4.4621 1.6332 -0.3347
H 5.6765 3.6698 -0.2284
H 4.8278 5.0926 0.3913
H 4.9374 4.8213 -1.3415
H 2.2798 5.2919 -0.2281
H 0.1708 4.0556 -0.2424
H -0.2530 3.1926 -2.3889
H -2.3274 4.0797 -3.3306
H -4.7251 4.3693 -3.2384
H -5.6377 3.6859 -1.8867
H -5.3341 2.7161 -3.3228
H -4.6187 1.6332 -0.6996
H -1.2316 1.4479 2.3231
H -4.2329 1.5885 2.8867
H -3.3258 2.7630 1.9198
H -2.9546 2.5420 3.6268
H -3.0794 -0.5795 3.6762
H -1.7812 0.3409 4.4266
H -1.3959 -0.9053 3.2388
H -3.9707 -0.9598 -0.5200
H -5.0674 -0.4540 2.2964
H -5.9605 -0.9793 0.8776
H -5.3335 0.6655 0.9601
H -3.5831 -2.3740 2.1641
H -2.5956 -2.7212 0.7380
H -4.3371 -3.0075 0.7056
S -0.6031 -2.1239 -1.3445
C -0.0191 -3.7314 -1.1344
C 0.8357 -4.1165 -0.0856
C 1.2407 -5.4263 0.0112
C 0.7913 -6.3666 -0.9239
C -0.0591 -5.9931 -1.9612
C -0.4622 -4.6784 -2.0787
H 1.1602 -3.3769 0.6368
H 1.9021 -5.7340 0.8119
H 1.1108 -7.3979 -0.8393
H -0.3988 -6.7294 -2.6792
H -1.1124 -4.3682 -2.8892
*
```

(4)
C19H43HfN2OP3S | the ωB97M-V functional and the def2-TZVPD basis

Calculated values
**Energy above the lowest of the compared OMol25 structures with the same formula, charge and spin**: 0.4 kcal per mole

Structure (ORCA input):
```
! RIJCOSX wB97M-V def2-TZVPD def2/J DEFGRID3
* xyz 4 1
Hf -0.0166 0.0768 0.7190
P 1.8728 1.8000 1.2821
P -1.9089 0.7475 2.4144
P -1.1789 1.9285 -0.7405
H 0.3198 -4.2654 -6.4015
C 0.5335 -3.4090 -7.0534
C 1.7728 -2.9075 -7.1197
H 2.5806 -3.3112 -6.4936
C 3.3524 0.8454 1.7485
C 1.6922 2.9426 2.6867
C 2.5276 2.8534 -0.0528
C -3.4314 -0.2088 2.0695
C -1.4928 0.1825 4.1092
C -2.5224 2.4310 2.7401
C -0.4839 1.9146 -2.4305
C -1.0972 3.7107 -0.3486
C -2.9707 1.7315 -1.0590
H -0.2703 -3.0461 -7.7063
H 2.0162 -2.1294 -7.8589
H 3.6852 0.2231 0.9103
H 3.1699 0.1872 2.6061
H 4.1462 1.5552 2.0117
H 1.3646 2.3968 3.5826
H 0.9441 3.7128 2.4562
H 2.6620 3.4178 2.8861
H 2.7828 2.2350 -0.9229
H 3.4329 3.3474 0.3207
H 1.8011 3.6133 -0.3598
H -4.0795 -0.2315 2.9558
H -3.1464 -1.2320 1.7933
H -3.9760 0.2419 1.2301
H -2.3601 0.3322 4.7654
H -0.6454 0.7599 4.5082
H -1.2408 -0.8873 4.1246
H -3.1762 2.4236 3.6227
H -3.0905 2.8144 1.8848
H -1.6714 3.0964 2.9355
H -1.1366 2.5175 -3.0744
H -0.4294 0.8899 -2.8202
H 0.5280 2.3393 -2.4295
H -1.7471 4.2424 -1.0574
H -0.0759 4.0921 -0.4531
H -1.4511 3.8990 0.6716
H -3.2100 2.2573 -1.9937
H -3.5628 2.1591 -0.2383
H -3.2264 0.6690 -1.1647
C 0.5487 -1.6779 -2.2344
C -0.8454 -1.6262 -2.3679
C -1.4558 -2.2593 -3.4522
C -0.6883 -3.0551 -4.3171
C 0.6887 -3.2191 -4.0926
C 1.3162 -2.4600 -3.1224
S 1.5175 -0.8416 -1.0646
H -0.9553 -1.3625 0.3272
H -1.4249 -1.1233 -1.5875
H -2.5271 -2.1238 -3.6150
H -1.1470 -3.5097 -5.1921
H 1.2921 -3.8676 -4.7217
H 2.3970 -2.4225 -3.0068
C 1.8645 -1.0365 4.7107
N 1.4082 -2.2526 4.0309
C 0.9048 -2.2899 2.8003
N 0.5909 -3.4791 2.2544
O 0.7195 -1.2121 2.1080
H 1.6208 -0.1502 4.1176
H 2.9475 -1.0672 4.8897
H 1.3392 -0.9447 5.6661
H 1.4896 -3.1605 4.4791
H 0.1344 -3.4812 1.3517
H 0.6781 -4.3366 2.7822
*
```

(5)
C14H16ClN4OPdS2 | the ωB97M-V functional and the def2-TZVPD basis

Calculated values
**Energy above the lowest of the compared OMol25 structures with the same formula, charge and spin**: 3.6 kcal per mole

Structure (ORCA input):
```
! RIJCOSX wB97M-V def2-TZVPD def2/J DEFGRID3
* xyz 0 2
Pd -0.7249 0.5644 0.2829
O -1.3368 -1.5860 -0.3602
N -0.3062 -2.2679 -0.7954
C -0.3368 -3.6126 -0.6353
C 0.6767 -4.4190 -1.0795
C 1.7685 -3.8240 -1.7154
C 1.7952 -2.4592 -1.8653
C 0.7559 -1.6424 -1.3950
S 0.7874 0.0691 -1.5231
H -1.2326 -3.9573 -0.1422
H 0.6013 -5.4857 -0.9308
H 2.5872 -4.4261 -2.0853
H 2.6259 -1.9624 -2.3460
Cl -2.8308 3.1867 -4.5046
C -2.7135 3.3042 -2.7836
C -3.4056 4.2831 -2.0925
C -3.2786 4.3298 -0.7137
C -2.4672 3.3971 -0.0901
N -1.8019 2.4619 -0.7653
C -1.9182 2.4050 -2.0907
H -4.0280 4.9870 -2.6279
H -3.8001 5.0736 -0.1285
H -2.3395 3.3861 0.9861
H -1.3651 1.6261 -2.6014
C 1.9211 1.7236 2.0352
N 1.5581 0.3544 2.3178
C 2.4460 -0.7124 1.8708
C 1.6581 -1.9620 2.2583
N 0.2972 -1.4555 2.1756
C 0.2725 -0.0905 2.2796
S -1.1232 0.8192 2.6553
H 2.8794 1.9413 2.5061
H 1.1604 2.3842 2.4437
H 2.0026 1.8877 0.9541
H 3.4150 -0.6424 2.3626
H 2.5784 -0.6497 0.7828
H 1.9034 -2.2948 3.2723
H 1.8228 -2.7834 1.5603
H -0.5043 -1.9511 2.5283
*
```

(6)
C30H33LuN3O7P | the ωB97M-V functional and the def2-TZVPD basis

Calculated values
**Energy above the lowest of the compared OMol25 structures with the same formula, charge and spin**: 0.0 kcal per mole

Structure (ORCA input):
```
! RIJCOSX wB97M-V def2-TZVPD def2/J DEFGRID3
* xyz 2 1
Lu -0.0560 -0.0342 0.0399
O -0.8130 0.4872 4.3234
C -0.2771 0.4046 3.1408
O -0.8272 0.7445 2.0953
C 1.1230 -0.1487 3.1348
O 1.3847 -0.7722 1.8678
C 0.9208 -2.1697 1.8455
C -0.6045 -2.1063 1.7753
O -1.2658 -2.2689 2.7662
O -1.0522 -1.6781 0.5934
H -1.7303 0.8107 4.2429
H 1.2693 -0.8597 3.9437
H 1.8152 0.6852 3.2422
H 1.2298 -2.6981 2.7423
H 1.3630 -2.6108 0.9587
C 0.7895 4.7655 0.4883
O 0.9042 4.3394 -0.9157
C 0.7681 3.0286 -0.8994
N 0.5230 2.4186 0.1927
C 0.4460 3.4676 1.2521
C 1.3857 3.1729 2.3917
C 0.9504 3.2690 3.7065
C 1.8220 2.9940 4.7570
C 3.1317 2.6189 4.4904
C 3.5768 2.5322 3.1733
C 2.7068 2.8127 2.1302
C 0.9116 2.3174 -2.1875
C 1.1591 2.9501 -3.3896
C 1.2739 2.1615 -4.5271
C 1.1637 0.7812 -4.4155
C 0.9268 0.2524 -3.1608
N 0.7808 1.0002 -2.0710
C 0.9040 -1.2023 -2.8757
N 0.8308 -1.6721 -1.6945
C 1.0250 -3.1603 -1.8341
C 0.9740 -3.3692 -3.3562
O 1.0400 -2.0073 -3.9111
C 0.0484 -4.0159 -1.0771
C 0.4866 -4.8091 -0.0241
C -0.4179 -5.5812 0.6983
C -1.7635 -5.5654 0.3588
C -2.2032 -4.7950 -0.7129
C -1.2983 -4.0290 -1.4262
H 0.0182 5.5267 0.5360
H 1.7498 5.1839 0.7717
H -0.5756 3.4977 1.6259
H -0.0721 3.5715 3.9146
H 1.4779 3.0778 5.7808
H 3.8117 2.4057 5.3054
H 4.6011 2.2532 2.9628
H 3.0629 2.7453 1.1069
H 1.2623 4.0258 -3.4235
H 1.4649 2.6172 -5.4899
H 1.2724 0.1256 -5.2683
H 2.0286 -3.3583 -1.4567
H 0.0409 -3.8084 -3.6939
H 1.8172 -3.9264 -3.7501
H 1.5430 -4.8403 0.2282
H -0.0693 -6.2027 1.5134
H -2.4696 -6.1656 0.9180
H -3.2494 -4.8012 -0.9917
H -1.6473 -3.4330 -2.2639
C -2.6792 2.1702 -2.1242
P -2.4619 0.6115 -1.2204
C -2.8993 -0.6651 -2.4381
C -3.8370 0.5664 -0.0387
H -3.6914 2.2214 -2.5291
H -1.9694 2.2354 -2.9512
H -2.5230 3.0245 -1.4636
H -3.8857 -0.4526 -2.8533
H -2.9231 -1.6377 -1.9469
H -2.1782 -0.6984 -3.2570
H -4.7896 0.6173 -0.5668
H -3.7675 1.4082 0.6508
H -3.7885 -0.3566 0.5394
*
```

(7)
C18H37N3OPtSeSi4 | the ωB97M-V functional and the def2-TZVPD basis

Structure (ORCA input):
```
! RIJCOSX wB97M-V def2-TZVPD def2/J DEFGRID3
* xyz 2 5
Pt 0.3755 -1.8088 0.0013
N 4.3559 -3.4718 0.3205
C 3.0867 -3.0881 0.3861
O 2.6025 -2.3147 -0.4678
C 2.2199 -3.6220 1.4981
C 1.0989 -2.6495 1.8370
H 4.9214 -3.2037 -0.4696
H 4.7381 -4.1262 0.9826
H 2.8224 -3.8687 2.3773
H 1.8095 -4.5668 1.1280
H 1.4210 -1.8601 2.5123
H 0.2330 -3.1595 2.2595
Se -2.4875 -3.1624 -1.6972
N -1.7479 -2.4503 -0.2213
C -2.7113 -2.2633 0.6716
C -2.5448 -1.7810 2.0048
C -3.6426 -1.6692 2.7911
C -4.9600 -2.0096 2.3272
C -5.1610 -2.4830 1.0774
C -4.0279 -2.6370 0.2132
N -4.1023 -3.1290 -1.0091
H -1.5548 -1.5345 2.3665
H -3.5327 -1.3249 3.8111
H -5.7937 -1.8967 3.0051
H -6.1374 -2.7670 0.7127
C -1.4464 3.5204 -1.6741
Si -1.6967 1.7767 -1.1016
C -2.5104 0.6897 -2.3773
C -2.4984 1.7096 0.5751
Si 0.3676 0.4048 -0.5786
Si 1.8461 1.2503 -2.5222
C 3.4738 0.4305 -2.2125
C 0.8635 0.5036 -3.9085
C 1.9774 3.0971 -2.5303
Si 1.3147 1.5762 1.5684
C 3.0561 0.9401 1.5310
C 0.2239 0.8905 2.8971
C 1.1131 3.3988 1.3100
H -2.4296 3.9963 -1.5869
H -1.1534 3.5871 -2.7219
H -0.7523 4.0993 -1.0687
H -3.5863 0.6930 -2.1802
H -2.1806 -0.3487 -2.3491
H -2.3516 1.0761 -3.3835
H -3.5424 2.0070 0.4307
H -2.0519 2.4173 1.2730
H -2.4920 0.7171 1.0224
H 3.3808 -0.6084 -1.9061
H 4.0681 0.9741 -1.4798
H 4.0085 0.4616 -3.1685
H 0.6291 -0.5470 -3.7381
H 1.4950 0.5550 -4.8018
H -0.0555 1.0480 -4.1184
H 2.5148 3.4707 -1.6590
H 1.0238 3.6152 -2.6144
H 2.5743 3.3639 -3.4090
H 3.1113 -0.0697 1.1233
H 3.4336 0.9139 2.5573
H 3.7048 1.5944 0.9497
H 0.2563 -0.1946 2.9198
H -0.8104 1.2141 2.7960
H 0.5980 1.2661 3.8558
H 1.6415 3.7630 0.4300
H 1.5361 3.9065 2.1835
H 0.0648 3.6884 1.2491
*
```

(8)
C3H5O3Tb | the ωB97M-V functional and the def2-TZVPD basis

Calculated values
**Energy above the lowest of the compared OMol25 structures with the same formula, charge and spin**: 33.0 kcal per mole

Structure (ORCA input):
```
! RIJCOSX wB97M-V def2-TZVPD def2/J DEFGRID3
* xyz 1 8
H -1.0419 0.6494 2.1848
C -0.6409 0.3542 1.2166
C -1.4128 0.6113 0.1341
O -1.0772 0.8305 -1.1476
C 0.0130 0.1189 -1.6126
O -0.0575 0.2014 -2.9696
Tb 1.7030 -0.3071 -0.0691
O 2.1185 -1.7354 1.4338
H 0.0809 -0.4232 1.4681
H 1.9532 -1.6902 2.3749
H -2.4437 0.9357 0.2962
H 0.8053 0.4544 -3.3095
*
```

The energy results, record by record, are as follows: -5007.297017 -383.936400 -2476.392719 -2403.246427 -2221.773522 -3430.559741 -4625.715195 -1167.081813 a.u..